The following is a quantum chemistry calculation of the ion C5H10NO with charge -1 at a distorted geometry, from the OMol25 dataset.

CARTESIAN COORDINATES (ANGSTROEM)
C (-2.8389, 0.7946, -1.1016)
N (-2.2536, -0.0708, -0.3415)
C (-0.7929, -0.0213, -0.1320)
C (0.0566, -1.2413, 0.3800)
C (1.5777, -0.8287, 0.7641)
C (1.8508, 0.7776, 0.4182)
O (1.1294, 1.9547, 0.6960)
H (-3.8541, 0.5798, -1.5556)
H (-2.3952, 1.7161, -1.6039)
H (-0.7663, 0.7278, 0.6603)
H (-0.2893, 0.3661, -1.0623)
H (0.0742, -2.0466, -0.3806)
H (-0.5359, -1.7531, 1.1812)
H (2.1763, -1.4061, 0.0389)
H (1.8585, -1.1298, 1.9117)
H (2.9515, 0.9754, 0.7827)
H (2.0513, 0.6057, -0.6558)

Cartesian forces, eV/Å:
C 0.649 -0.895 -0.498
N -0.742 -0.273 -2.119
C 0.277 1.169 -0.022
C -0.954 -0.489 0.294
C -1.815 0.824 1.840
C 1.986 1.428 0.463
O 0.437 -2.955 0.010
H 0.668 0.219 1.393
H 0.212 -1.113 0.755
H 1.006 0.308 -0.164
H -0.523 0.007 1.036
H 0.137 0.473 -0.055
H 0.674 0.644 -0.075
H 0.286 0.370 0.663
H -0.796 0.639 -2.735
H -1.169 -0.788 -0.184
H -0.334 0.432 -0.601

Calculated values
E_HOMO: -2.4 eV
multiplicity: 1
energy relative to the best compared isomer or geometry (same formula, charge and spin): 57.9 kcal/mol
charge: -1
frontier orbital gap: 6.342 eV
structure (SMILES): C=NCCCC[O-]
molecular weight: 100.14 g mol⁻¹